Molecular formula: C6H13NO
Method: DFT, ωB97M-V/def2-TZVPD

Structure (ORCA input):
```
! wB97M-V def2-TZVPD RIJCOSX def2/J DEFGRID3
* xyz 0 1
O 2.69296 2.10965 -0.33741
N 0.68751 1.00057 1.19894
C -1.14977 -1.53625 1.11847
C -0.33683 0.69036 0.15930
C -0.28279 1.28790 -2.22631
C -0.75689 -2.95841 0.68906
C -1.01010 -0.44052 0.06565
C -0.30529 1.64976 -0.96211
H 3.34577 2.09853 -1.08531
H -1.63601 -3.51769 0.26914
H 0.28420 1.33326 1.95568
H 0.06436 -3.01121 -0.07708
H -0.64588 1.91503 -2.91468
H -0.44384 -3.55014 1.62447
H 1.23764 1.66228 0.70533
H -1.70782 -0.59666 -0.80839
H -0.56875 -1.25646 1.97499
H 3.34554 1.67346 0.28232
H -0.34163 2.77882 -0.71290
H -2.23052 -1.57737 1.61845
H -0.24186 0.24508 -2.53761
*
```

- electronic energy (Eh) = -366.3123
- relative energy (zero: lowest compared OMol25 entry of this formula, charge and spin) (kJ/mol) = 319.27
- orbital gap (eV) = 8.94